[1]
The following is a quantum chemistry calculation of an isolated ion of composition C8H16N3O and charge +1 in a non-equilibrium geometry, from the Open Molecules 2025 dataset.

Last column: natural (NBO) charge in e.
Element x y z (Å)
C1 0.30127 1.79147 0.53559  -0.647
C2 0.47228 0.60355 -0.31780  0.125
C3 2.00888 0.23679 -0.29074  -0.640
N1 0.01885 0.72390 -1.68467  -0.848
C4 -0.34914 -0.62323 0.32159  0.151
C5 -0.04886 -1.98995 -0.43781  -0.598
C6 -0.29478 -0.87777 1.86728  -0.617
N2 -1.69799 -0.28182 -0.05311  0.004
C7 -2.78315 -0.90220 -0.51989  0.293
N3 -3.85192 -0.15894 -0.69700  -0.438
C8 -3.57012 0.93964 -0.03880  0.423
O1 -2.28107 0.98050 0.33650  -0.238
H1 0.42884 1.66620 1.68435  0.240
H2 -0.51057 2.36530 0.25724  0.227
H3 1.18642 2.38503 0.35476  0.230
H4 2.41825 -0.22706 0.62926  0.222
H5 2.47137 1.22201 -0.36208  0.229
H6 2.33398 -0.46968 -1.02704  0.217
H7 0.38005 -0.09076 -2.14988  0.364
H8 0.24467 1.46222 -2.21841  0.386
H9 -0.47762 -1.90363 -1.48397  0.215
H10 -0.50764 -2.81964 -0.00520  0.226
H11 0.94149 -2.12372 -0.40049  0.237
H12 -1.10286 -0.42997 2.38119  0.227
H13 0.65755 -0.37726 2.14658  0.240
H14 -0.34978 -1.87888 2.11601  0.231
H15 -2.74538 -1.98468 -0.93932  0.269
H16 -4.24030 1.84026 -0.02684  0.270

Output
LUMO level: -0.165 Ha
SMILES: CC(C)(N)C(C)(C)[n+]1cnco1
E_tot: -553.56908 Ha
Charge: +1

=====

[2]
The following is a quantum chemistry calculation of an isolated ion of composition C8H16N6 and charge +2 in a non-equilibrium geometry, from the Open Molecules 2025 dataset.

Last column: natural (NBO) charge in e.
Element x y z (Å)
C1 -3.12608 0.05435 -0.07546  -0.653
C2 -1.66054 0.78874 -0.02877  -0.071
C3 -1.48831 1.48479 -1.40732  -0.625
N1 -0.72977 -0.34917 0.13407  -0.369
C4 -0.89580 -1.51176 -0.42224  0.412
N2 0.12965 -2.33747 -0.18432  -0.540
C5 1.26752 -1.62006 0.41549  -0.133
C6 2.25549 -1.27078 -0.71724  0.250
N3 2.63984 -0.12085 -0.94282  -0.435
C7 2.35656 0.97895 -0.18560  0.681
N4 3.18777 1.97598 -0.16565  -0.677
N5 1.28154 0.95978 0.60274  -0.554
C8 0.48389 -0.28333 0.87176  0.458
N6 0.22001 -0.34209 2.24026  -0.883
H1 -3.93169 0.80453 0.28907  0.275
H2 -3.43685 -0.39514 -0.98002  0.232
H3 -3.17055 -0.53034 0.87462  0.233
H4 -1.71716 1.57184 0.71756  0.258
H5 -1.70240 0.63132 -2.15760  0.201
H6 -0.56280 1.96526 -1.74071  0.231
H7 -2.32488 2.02382 -1.66265  0.257
H8 -1.77462 -1.70668 -1.09893  0.294
H9 0.20924 -3.29933 -0.67327  0.477
H10 1.66067 -2.20289 1.15341  0.259
H11 2.65958 -2.16917 -1.16985  0.231
H12 3.75579 1.93230 -0.99013  0.454
H13 3.33286 2.56313 0.62666  0.456
H14 0.90163 1.72021 1.05460  0.437
H15 0.82412 -0.81254 2.91297  0.417
H16 -0.64472 -0.50340 2.70936  0.426

Output
LUMO level: -0.299 Ha
SMILES: CC(C)[N+]1=CN[C@H]2C=NC(=[NH2+])N[C@]21N
E_tot: -642.32493 Ha
Charge: +2

=====

[3]
The following is a quantum chemistry calculation of a 2-piece molecular cluster, C8H16NO5S overall in a non-equilibrium geometry, from the Open Molecules 2025 dataset.

Last column: natural (NBO) charge in e.
Element x y z (Å)
C1 -3.27045 3.27136 -0.18122  -0.740
C2 -1.73100 2.72330 -0.35142  0.745
O1 -0.83769 3.06921 0.61577  -0.541
O2 -1.21179 1.91461 -1.46582  -0.551
C3 -1.99052 0.67818 -1.64208  -0.276
S1 -0.89227 -0.83009 -1.84700  0.523
N1 -1.40687 -2.18231 -0.87075  -0.676
C4 -2.90205 -2.21958 -0.64770  -0.457
C5 -0.64104 -2.30350 0.42772  0.603
C6 1.00021 -2.36492 0.56982  -0.724
O3 -1.34915 -2.33791 1.59039  -0.659
H1 -3.82179 3.30626 -1.22010  0.230
H2 -3.82515 2.47701 0.51564  0.243
H3 -3.26436 4.28637 0.40164  0.271
H4 -2.71637 0.59299 -0.72765  0.206
H5 -2.59983 0.81049 -2.65930  0.217
H6 0.38850 -0.41558 -1.36465  0.214
H7 -3.21892 -3.22879 -0.09381  0.260
H8 -3.40725 -2.11420 -1.71127  0.200
H9 -3.30199 -1.35252 0.06070  0.206
H10 1.31349 -1.34090 1.09730  0.295
H11 1.37960 -3.28783 1.21482  0.269
H12 1.51831 -2.39077 -0.50449  0.226
O4 3.66460 -1.02891 0.62825  -0.742
C7 4.73658 -0.22383 0.62294  -0.033
C8 4.46008 1.03434 1.57430  -0.027
O5 5.52343 1.85009 1.55239  -0.726
H13 5.04067 0.19970 -0.35054  0.111
H14 5.69007 -0.65644 0.97489  0.118
H15 4.17594 0.60750 2.55316  0.108
H16 3.49700 1.45669 1.23807  0.110

Output
LUMO level: 0.035 Ha
E_tot: -1143.10458 Ha
Charge: -1

=====

[4]
The following is a quantum chemistry calculation of C8H16NOP as an isolated structure in a non-equilibrium geometry, from the Open Molecules 2025 dataset.

Last column: natural (NBO) charge in e.
Element x y z (Å)
C1 -1.83425 -0.06220 0.07330  -0.328
C2 -1.44689 -1.32893 -0.07265  0.329
C3 -0.97653 0.96748 -0.33399  -0.226
C4 -2.20788 -2.58113 0.30499  -0.665
C5 -0.39541 1.81391 0.78469  -0.622
C6 -1.47434 1.79867 -1.48908  -0.621
C7 3.14369 0.53310 -0.50271  -0.406
C8 2.02659 -1.03771 1.14374  -0.419
N1 2.00208 -0.35742 -0.12833  -0.817
O1 -0.23840 -1.52802 -0.71188  -0.822
P1 0.79823 -0.36988 -1.25740  1.245
H1 -2.85659 0.00793 0.61585  0.214
H2 -1.58346 -3.22225 0.99895  0.221
H3 -2.45325 -3.35165 -0.55862  0.226
H4 -3.13804 -2.48874 0.86595  0.232
H5 0.44475 2.59916 0.38920  0.190
H6 0.10178 1.41119 1.62902  0.208
H7 -1.08837 2.56648 1.21123  0.201
H8 -0.92195 2.77319 -1.60711  0.211
H9 -2.53667 1.96723 -1.35635  0.198
H10 -1.37967 1.16281 -2.40485  0.209
H11 3.91095 -0.14360 -1.00168  0.204
H12 2.71709 1.26996 -1.34086  0.210
H13 3.36388 1.07687 0.35077  0.205
H14 1.14354 -0.52493 1.75816  0.202
H15 1.87919 -2.17782 1.02442  0.215
H16 2.99995 -0.77370 1.61524  0.205

Output
LUMO level: 0.030 Ha
E_tot: -785.66396 Ha

=====

[5]
The following is a quantum chemistry calculation of a 2-piece molecular cluster, C8H16O overall in a non-equilibrium geometry, from the Open Molecules 2025 dataset.

Last column: natural (NBO) charge in e.
Element x y z (Å)
C1 -1.37839 2.45940 0.33102  -0.336
C2 -0.81682 1.27589 0.06324  -0.234
C3 0.64645 1.01080 0.25540  -0.006
C4 1.26332 1.18195 1.41529  -0.406
C5 1.46111 0.60724 -1.00020  -0.443
C6 0.85910 -0.54384 -1.82306  -0.398
C7 1.04227 -1.96590 -1.21410  -0.394
C8 0.45698 -2.23882 0.17322  -0.610
H1 -2.44829 2.68957 0.40557  0.204
H2 -0.72778 3.28733 0.60291  0.197
H3 -1.42721 0.40058 0.31671  0.164
H4 2.32310 1.09907 1.57084  0.201
H5 0.66727 1.45454 2.28561  0.198
H6 1.57765 1.61400 -1.40650  0.225
H7 2.48842 0.33548 -0.73913  0.205
H8 1.28859 -0.50023 -2.84408  0.213
H9 -0.22097 -0.37034 -2.02234  0.197
H10 2.10917 -2.16582 -1.29110  0.201
H11 0.41110 -2.63135 -1.83610  0.205
H12 -0.47899 -1.68484 0.23565  0.182
H13 0.33780 -3.31431 0.21410  0.214
H14 0.93079 -1.89208 1.10372  0.217
O1 -2.94067 -0.75979 1.65560  -0.906
H15 -3.52340 -0.41705 0.96497  0.460
H16 -2.12000 -0.66602 1.13705  0.450

Output
LUMO level: 0.031 Ha
SMILES: C=CC(=C)CCCC.O
E_tot: -389.56309 Ha

=====

[6]
The following is a quantum chemistry calculation of a 2-piece molecular cluster, C8H16O2 overall in a non-equilibrium geometry, from the Open Molecules 2025 dataset.

Last column: natural (NBO) charge in e.
Element x y z (Å)
C1 -0.96368 -0.31146 1.24125  -0.609
C2 -2.41022 -0.21257 0.72587  -0.502
C3 -2.65147 0.38020 -0.66752  0.595
C4 -4.01985 0.57125 -1.19256  -0.734
O1 -1.67195 0.65022 -1.36814  -0.566
H1 -0.84976 -0.56573 2.30847  0.223
H2 -0.38761 0.60621 1.03479  0.221
H3 -0.54438 -1.13348 0.63703  0.204
H4 -2.89980 -1.19872 0.84093  0.226
H5 -2.97134 0.51575 1.34243  0.217
H6 -3.77621 0.74218 -2.25465  0.248
H7 -4.59656 1.43472 -0.82053  0.246
H8 -4.64943 -0.33125 -1.11687  0.234
C5 3.75784 -1.31252 0.74908  -0.607
C6 2.60603 -0.72519 -0.09984  -0.514
C7 2.20993 0.66846 0.12717  0.589
C8 1.33873 1.27447 -0.94513  -0.722
O2 2.55092 1.22254 1.16693  -0.565
H9 4.19829 -2.25422 0.38054  0.211
H10 3.36863 -1.48096 1.76728  0.213
H11 4.55164 -0.54826 0.79784  0.219
H12 2.84254 -0.98014 -1.15080  0.219
H13 1.65028 -1.21984 0.15958  0.233
H14 1.21060 0.50648 -1.72639  0.221
H15 1.75895 2.18230 -1.40975  0.243
H16 0.34795 1.51964 -0.52696  0.256

Output
LUMO level: 0.029 Ha
SMILES: CCC(C)=O.CCC(C)=O
E_tot: -464.87297 Ha

=====

Energy relative to the best compared isomer or geometry (same formula, charge and spin) per entry: 73.7, 15.9, 266.0, 43.9, 56.3, 35.6 kcal per mole
HOMO level per entry: -13.31, -17.24, -1.32, -7.03, -9.51, -9.32 eV